No. 1
{"formula": "C3H3N3O2", "method": "ωB97M-V/def2-TZVPD", "symbols": ["O", "O", "N", "N", "N", "C", "C", "C", "H", "H", "H"], "positions_angstrom": [[-2.359, 0.218, 1.056], [1.157, 0.382, 0.898], [1.153, -0.182, -1.216], [-0.170, 0.122, 0.518], [-1.225, -0.462, -1.451], [-0.174, -0.193, -0.843], [1.818, 0.147, -0.214], [-1.215, 0.180, 1.439], [-0.949, 0.201, 2.511], [2.911, 0.320, -0.294], [-0.947, -0.733, -2.404]], "forces_ev_per_a": [[0.814, -0.205, 0.473], [-0.544, 0.128, 1.766], [0.131, -0.512, -2.123], [-0.086, 0.332, 0.878], [-0.476, -0.504, -1.647], [-0.361, -0.089, 0.939], [2.203, 0.456, -0.769], [-0.898, 0.364, -0.301], [0.445, 0.015, -0.364], [-0.881, -0.137, 0.828], [-0.346, 0.151, 0.319]], "mulliken_charge": [-0.458, -0.337, -0.489, 0.243, -0.568, 0.515, 0.054, 0.050, 0.356, 0.361, 0.273], "homo_ev": -9.60, "smiles": "[H]/N=c1\\ncon1C=O", "charge": 0, "orbital_gap_ev": 10.09, "de_lowest_kj_mol": 337.2, "molar_mass_g_mol": 113.08, "multiplicity": 1}

---

No. 2
{"formula": "C3H3N3O2", "method": "ωB97M-V/def2-TZVPD", "symbols": ["O", "O", "N", "N", "N", "C", "C", "C", "H", "H", "H"], "positions_angstrom": [[0.883, -0.644, -1.081], [0.329, 2.133, -1.944], [0.763, -1.159, 1.330], [-1.715, 0.044, 1.135], [-0.059, 0.124, -0.629], [-0.238, 1.559, -0.989], [1.266, -1.254, 0.046], [-0.390, -0.201, 0.928], [2.093, -1.962, -0.240], [-1.697, -0.551, 1.955], [-1.235, 1.912, -0.511]], "forces_ev_per_a": [[2.624, -1.114, 1.474], [-1.516, -1.993, 3.542], [-1.702, 2.691, -6.186], [6.542, -1.698, 0.654], [-5.225, 5.667, 3.383], [0.259, -0.490, -3.313], [2.185, -3.030, 2.790], [-2.710, -0.386, -4.485], [-0.902, 0.669, 0.916], [-1.478, 0.124, 1.440], [1.922, -0.438, -0.216]], "mulliken_charge": [-0.246, -0.496, -0.413, -0.576, 0.233, 0.070, 0.048, 0.411, 0.357, 0.289, 0.322], "homo_ev": -9.68, "smiles": "[H]/N=c1\\ncon1C=O", "charge": 0, "orbital_gap_ev": 9.41, "de_lowest_kj_mol": 625.3, "molar_mass_g_mol": 113.08, "multiplicity": 1}

---

No. 3
{"formula": "C3H3N3O2", "method": "ωB97M-V/def2-TZVPD", "symbols": ["O", "O", "N", "N", "N", "C", "C", "C", "H", "H", "H"], "positions_angstrom": [[2.377, -0.698, 0.458], [0.557, 0.547, 0.877], [-2.150, 1.851, -0.467], [-0.162, -0.659, 0.843], [-0.864, -1.175, -1.494], [-0.889, -0.450, -0.396], [1.928, 0.393, 0.609], [-1.747, 0.796, -0.142], [-1.740, -0.553, -2.040], [2.280, 1.339, 0.917], [0.410, -1.391, 0.835]], "forces_ev_per_a": [[0.885, 0.720, -0.619], [1.629, 0.460, 0.524], [0.514, -2.433, 1.371], [-4.046, 3.744, -1.993], [-3.708, 4.776, 1.445], [-0.734, -1.341, 0.106], [-2.772, -2.059, 1.660], [0.272, 1.357, -2.880], [3.161, -2.667, 1.138], [1.455, 1.251, -0.445], [3.344, -3.808, -0.308]], "mulliken_charge": [-0.469, -0.242, -0.391, -0.278, -0.573, 0.494, 0.245, 0.228, 0.334, 0.349, 0.303], "homo_ev": -10.96, "smiles": "[H]/N=C(\\C#N)NOC=O", "charge": 0, "orbital_gap_ev": 10.75, "de_lowest_kj_mol": 529.9, "molar_mass_g_mol": 113.08, "multiplicity": 1}

---

No. 4
{"formula": "C3H3N3O2", "method": "ωB97M-V/def2-TZVPD", "symbols": ["O", "O", "N", "N", "N", "C", "C", "C", "H", "H", "H"], "positions_angstrom": [[2.358, -0.852, 0.019], [-2.251, -1.031, 0.062], [-0.068, 1.667, -0.093], [0.024, -0.931, -0.150], [-1.263, 1.016, -0.010], [-1.122, -0.273, -0.004], [1.127, -0.295, -0.014], [1.127, 1.118, 0.086], [-2.976, -0.324, 0.274], [2.092, 1.717, 0.313], [2.382, -1.896, 0.123]], "forces_ev_per_a": [[-0.233, -3.041, 0.252], [-0.866, 2.411, 0.793], [0.528, 1.647, 1.404], [-0.347, -1.945, 0.403], [1.989, 0.807, -0.546], [-0.643, -1.362, -0.615], [1.509, 0.667, 0.461], [-0.823, 0.389, -0.135], [1.603, -1.902, -0.678], [-2.039, -0.821, -0.874], [-0.678, 3.149, -0.466]], "mulliken_charge": [-0.535, -0.494, -0.372, -0.484, -0.403, 0.512, 0.842, -0.178, 0.404, 0.327, 0.381], "homo_ev": -9.63, "smiles": "Oc1cnnc(O)n1", "charge": 0, "orbital_gap_ev": 9.86, "de_lowest_kj_mol": 243.7, "molar_mass_g_mol": 113.08, "multiplicity": 1}